1) This record from OMol25 describes 2 unconnected molecules or ions with the total composition C5H14NO2. The level of theory is wB97M-V/def2-TZVPD.

Cartesian coordinates (Å):
H 1.9878 -0.3468 -1.8824
H -0.0269 0.4284 -2.0213
C 0.0591 0.0336 2.1471
O 1.7338 0.4154 0.4134
H -1.2103 -1.1884 -0.4821
H 2.5054 0.8919 0.7723
H -2.2043 -0.0874 2.1969
H 1.1657 -1.5017 0.7820
O 1.2442 -0.6296 -2.4497
C -1.3133 0.8268 -0.5364
H -1.5992 0.0169 -2.3844
H 0.1378 -0.3177 3.1763
H 2.0661 -0.6829 2.0478
N -1.0321 0.7591 -1.9949
H -1.6450 1.7847 -0.1625
H -1.1342 1.6402 -2.4967
H 1.2135 -1.5660 -2.2717
H 0.0039 1.1128 2.1381
C 1.2201 -0.5956 1.3739
C -1.3404 -0.3118 0.1491
H -1.4316 -1.5152 1.8637
C -1.3459 -0.4508 1.6233

Summary:
gap between HOMO and LUMO = 0.3971 Eh
charge = +1
molar mass = 120.17 g/mol

2) This record from OMol25 describes 3 unconnected molecules or ions with the total composition C5H14NO2. The level of theory is wB97M-V/def2-TZVPD.

Cartesian coordinates (Å):
O -2.7433 2.2126 2.6258
H 1.3479 2.9946 -5.0183
H 2.3604 -2.0782 -1.3257
H -0.1478 -2.2212 -1.6283
H -2.7294 2.7257 3.4426
H -1.9987 -0.4224 2.5398
O 1.5824 2.2234 -4.4865
H 2.2522 -0.3723 -1.1529
C 1.7591 -1.2232 -1.6254
C -0.1330 -0.3791 3.1792
N -1.0164 -0.4040 2.2680
H 1.7119 -1.0608 -2.6946
C -0.7300 -0.4691 0.8602
H -0.4134 -0.3414 4.2220
H 2.0500 1.6716 -5.1234
C 0.1192 -1.3285 0.3348
H 0.5973 -2.1147 0.8676
H -3.5909 2.4609 2.2385
C 0.3060 -1.3603 -1.1340
H 0.8897 -0.2941 2.8704
H -0.2206 -0.5093 -1.5606
H -1.2526 0.2895 0.3009

Summary:
gap between HOMO and LUMO = 0.3236 Eh
charge = +1
molar mass = 120.17 g/mol

Ranking the structures above by stability puts 1) first and 2) last.